1.
Molecular formula: C18H32FN2O6S2
Method: DFT, the ωB97M-V functional and the def2-TZVPD basis

Properties
**Maximum force**: 6.5 eV Å⁻¹
**HOMO energy (spin up / spin down)**: -9.5942 / -9.9564 eV
**Kohn-Sham gap (spin up / spin down)**: 9.9458 / 9.3310 eV

Structure (ORCA input):
```
! RIJCOSX wB97M-V def2-TZVPD def2/J DEFGRID3
* xyz 0 2
C 5.0881 -0.0472 2.6869
C 5.2685 -0.2088 1.0707
C 6.8627 0.1108 0.8359
C 4.4701 0.8991 0.2245
C 3.0019 0.4857 -0.2743
F 2.9596 0.8005 -1.7021
O 2.0120 1.4212 0.3098
C 1.8650 1.1962 1.6886
N 1.5188 0.7651 2.7736
C 2.5959 -1.0525 -0.1462
C 3.6563 -2.0485 0.5181
C 3.0584 -2.5842 1.9437
C 3.6648 -3.3985 -0.4200
N 5.0714 -1.6001 0.5786
O 5.4911 -1.5783 -0.6984
H 3.9962 0.0502 3.0084
H 5.5166 -0.9653 3.2388
H 5.6431 0.8713 3.0969
H 7.4662 -0.8769 0.7800
H 7.0558 0.7899 -0.0598
H 7.2967 0.6636 1.7602
H 4.3973 1.8352 0.9090
H 5.0696 1.2688 -0.6966
H 1.5973 -1.1927 0.4294
H 2.3628 -1.4533 -1.2097
H 2.8526 -1.7411 2.6869
H 3.7811 -3.3665 2.4023
H 2.0450 -3.1044 1.7275
H 3.6286 -3.1602 -1.5349
H 2.7659 -4.0329 -0.0764
H 4.6378 -3.9527 -0.1204
C -3.3362 -1.6728 -0.1145
C -2.7298 -0.2720 -0.0301
C -1.2961 -0.3594 -0.5578
S -1.2759 -1.7145 -1.7261
O -0.4291 -2.7630 -1.2003
O -1.1126 -1.1884 -3.0626
C -2.9788 -2.1950 -1.4994
H -4.4163 -1.6564 0.0412
H -2.8924 -2.3145 0.6544
H -3.3087 0.4118 -0.6521
H -2.7505 0.1167 0.9912
H -0.9965 0.5592 -1.0643
H -0.5891 -0.5910 0.2412
H -3.0751 -3.2769 -1.5888
H -3.5712 -1.6989 -2.2717
C -5.7594 4.1637 -0.9581
C -6.9754 3.6052 -0.2166
C -7.3265 2.2614 -0.8579
S -5.7982 1.6090 -1.5210
O -5.9046 1.5598 -2.9602
O -5.3888 0.4626 -0.7377
C -4.7790 3.0044 -1.0763
H -5.3166 5.0110 -0.4304
H -6.0589 4.5044 -1.9547
H -6.7216 3.4551 0.8380
H -7.8231 4.2932 -0.2546
H -7.7321 1.5604 -0.1273
H -8.0282 2.3839 -1.6850
H -4.0142 3.1640 -1.8363
H -4.3126 2.7837 -0.1131
*
```

=====

2.
Molecular formula: C18H32N2O6
Method: DFT, the ωB97M-V functional and the def2-TZVPD basis

Properties
**Maximum force**: 0.2 eV Å⁻¹
**HOMO energy**: -9.1653 eV
**Energy relative to the best compared isomer or geometry (same formula, charge and spin)**: 0.1056 eV
**Kohn-Sham gap**: 9.5994 eV
**SMILES**: CCOC(=O)CNC(=O)[C@@H]1CCCN(C(=O)[C@@H](O)[C@@H](OC)C(C)C)CC1

Structure (ORCA input):
```
! RIJCOSX wB97M-V def2-TZVPD def2/J DEFGRID3
* xyz 0 1
C -4.1600 7.4811 5.2747
C -3.7790 8.3097 4.0742
O -3.2467 7.4083 3.0776
C -2.8486 7.9823 1.9327
O -2.9121 9.1615 1.7174
C -2.3007 6.9934 0.9322
N -2.3009 5.6312 1.4085
C -2.0196 4.6078 0.5650
O -1.7406 4.8146 -0.6069
C -2.0116 3.2297 1.2026
C -0.6296 2.9595 1.8396
C 0.5998 3.3188 1.0037
C 0.6312 2.7009 -0.4064
N -0.2128 1.5210 -0.5582
C 0.0876 0.2962 -0.0516
O -0.7418 -0.5950 0.0389
C 1.5436 0.0298 0.3435
O 1.6165 -0.9166 1.3783
C 2.3786 -0.3353 -0.9098
O 3.6380 -0.8555 -0.5406
C 4.4383 0.0330 0.2069
C 1.7349 -1.3294 -1.8805
C 1.4587 -2.6977 -1.2574
C 2.6112 -1.4680 -3.1237
C -1.6021 1.7783 -0.9311
C -2.4897 2.1155 0.2638
H -4.5687 8.1282 6.0507
H -4.9162 6.7412 5.0132
H -3.2917 6.9646 5.6834
H -4.6330 8.8313 3.6432
H -3.0164 9.0519 4.3081
H -2.8925 7.0792 0.0189
H -1.2948 7.3296 0.6691
H -2.5907 5.4548 2.3546
H -2.7274 3.2507 2.0311
H -0.5621 3.5189 2.7760
H -0.5948 1.9015 2.1136
H 0.6746 4.4046 0.8992
H 1.4791 3.0081 1.5740
H 0.2586 3.4300 -1.1221
H 1.6561 2.4709 -0.6965
H 1.9684 0.9381 0.7732
H 1.5188 -1.7978 1.0035
H 2.5287 0.6060 -1.4642
H 5.4376 -0.3951 0.2492
H 4.4960 1.0155 -0.2794
H 4.0617 0.1548 1.2262
H 0.7792 -0.8918 -2.1844
H 2.3588 -3.0946 -0.7832
H 0.6415 -2.6493 -0.5357
H 1.1558 -3.4053 -2.0308
H 3.5649 -1.9322 -2.8721
H 2.1141 -2.0885 -3.8706
H 2.8169 -0.4950 -3.5754
H -1.6026 2.5948 -1.6487
H -1.9914 0.8808 -1.4092
H -2.5955 1.2113 0.8675
H -3.4844 2.3680 -0.1133
*
```

=====

3.
Molecular formula: C18H32N2O6
Method: DFT, the ωB97M-V functional and the def2-TZVPD basis

Properties
**Maximum force**: 0.1 eV Å⁻¹
**HOMO energy**: -9.0977 eV
**Energy relative to the best compared isomer or geometry (same formula, charge and spin)**: 0.1364 eV
**Kohn-Sham gap**: 9.5815 eV
**SMILES**: CCOC(=O)CNC(=O)[C@@H]1CCCN(C(=O)[C@@H](O)[C@@H](OC)C(C)C)CC1

Structure (ORCA input):
```
! RIJCOSX wB97M-V def2-TZVPD def2/J DEFGRID3
* xyz 0 1
C -5.1806 7.2243 4.7763
C -4.6664 8.1165 3.6748
O -3.6461 7.3820 2.9628
C -3.0786 8.0316 1.9354
O -3.3664 9.1502 1.6088
C -2.0147 7.2176 1.2365
N -1.8702 5.8780 1.7520
C -1.4271 4.8665 0.9617
O -1.0746 5.0664 -0.1912
C -1.3683 3.5008 1.6226
C 0.0792 3.1414 2.0201
C 1.1831 3.3680 0.9853
C 0.9604 2.6907 -0.3804
N -0.0216 1.6135 -0.3631
C 0.2093 0.3586 0.1170
O -0.6940 -0.4276 0.3351
C 1.6743 -0.0470 0.3066
O 1.7572 -1.0644 1.2725
C 2.2866 -0.4887 -1.0435
O 3.5083 -1.1695 -0.7887
C 4.5572 -0.3280 -0.3541
C 1.4140 -1.3973 -1.9124
C 1.0867 -2.7392 -1.2607
C 2.0829 -1.5980 -3.2708
C -1.4151 2.0192 -0.5266
C -2.0723 2.4184 0.7899
H -5.9575 7.7458 5.3353
H -5.6081 6.3087 4.3685
H -4.3818 6.9583 5.4684
H -5.4481 8.3917 2.9674
H -4.2248 9.0359 4.0586
H -2.2665 7.1716 0.1766
H -1.0853 7.7894 1.3065
H -2.2368 5.6780 2.6660
H -1.9301 3.5628 2.5598
H 0.3458 3.7216 2.9075
H 0.0757 2.0936 2.3341
H 1.3164 4.4380 0.8156
H 2.1150 3.0068 1.4291
H 0.5848 3.4285 -1.0855
H 1.9071 2.3281 -0.7782
H 2.2357 0.8207 0.6694
H 2.4193 -1.6936 0.9579
H 2.4998 0.4192 -1.6257
H 5.4610 -0.9326 -0.3228
H 4.7065 0.5022 -1.0532
H 4.3715 0.0777 0.6455
H 0.4755 -0.8575 -2.0713
H 2.0016 -3.2913 -1.0347
H 0.5104 -2.6076 -0.3469
H 0.4983 -3.3457 -1.9514
H 3.0254 -2.1357 -3.1604
H 1.4364 -2.1793 -3.9295
H 2.2910 -0.6437 -3.7605
H -1.4344 2.8460 -1.2334
H -1.9642 1.1782 -0.9472
H -2.1407 1.5231 1.4119
H -3.0970 2.7386 0.5792
*
```

=====

4.
Molecular formula: C18H32N4O3Ti
Method: DFT, the ωB97M-V functional and the def2-TZVPD basis

Properties
**Maximum force**: 0.8 eV Å⁻¹
**HOMO energy (spin up / spin down)**: -18.0677 / -18.0709 eV
**Energy relative to the best compared isomer or geometry (same formula, charge and spin)**: 0.0000 eV
**Kohn-Sham gap (spin up / spin down)**: 7.5572 / 7.5103 eV

Structure (ORCA input):
```
! RIJCOSX wB97M-V def2-TZVPD def2/J DEFGRID3
* xyz 3 2
Ti -0.1938 0.6737 0.2072
C -4.0255 0.3822 1.2256
C -3.3616 1.7560 1.3390
C -2.8852 2.0176 2.7681
C -2.2655 1.9623 0.3075
C -1.1628 2.8029 0.5428
C -0.1629 3.0044 -0.4240
C -0.2597 2.4381 -1.7057
C 0.7215 2.7660 -2.7837
C -1.3454 1.5738 -1.9330
C -2.3016 1.3201 -0.9495
H -4.7622 0.2702 2.0185
H -3.2958 -0.4269 1.3461
H -4.5575 0.2377 0.2864
H -4.1136 2.5163 1.0934
H -2.0591 1.3497 3.0374
H -3.7011 1.8222 3.4608
H -2.5756 3.0495 2.9320
H -1.0503 3.2878 1.5031
H 0.6692 3.6584 -0.1903
H 0.3272 3.6109 -3.3560
H 0.8517 1.9395 -3.4801
H 1.6867 3.0702 -2.3828
H -1.4391 1.0844 -2.8953
H -3.1104 0.6367 -1.1703
C 1.8517 -1.7236 4.5330
O 1.2724 -1.2880 3.2573
C 1.0241 -0.0483 3.0255
O 0.4855 0.2121 1.8854
N 1.2760 0.9076 3.8949
N 0.9787 2.2468 3.5959
H 1.9381 -2.7990 4.4415
H 1.1721 -1.4694 5.3446
H 2.8369 -1.2758 4.6536
H 1.6936 0.6675 4.7865
H 1.8334 2.7899 3.6796
H 0.3169 2.5889 4.2869
C -1.1452 -2.6801 -1.3339
N 0.2050 -2.5978 -1.8930
C 0.6345 -3.6931 -2.7922
C 2.1449 -3.7621 -2.8336
C 2.7071 -2.4026 -3.1829
N 2.1435 -1.3659 -2.2887
C 2.9336 -0.1400 -2.1830
C 0.9529 -1.5199 -1.7405
O 0.4629 -0.5430 -0.9850
H -1.4302 -3.7273 -1.2974
H -1.8677 -2.1492 -1.9554
H -1.1740 -2.2991 -0.3146
H 0.2089 -3.5225 -3.7835
H 0.2130 -4.6150 -2.3989
H 2.4589 -4.4902 -3.5795
H 2.5313 -4.0933 -1.8683
H 2.4855 -2.1252 -4.2157
H 3.7875 -2.3794 -3.0548
H 3.9589 -0.4062 -1.9343
H 2.5471 0.5136 -1.4087
H 2.9346 0.3859 -3.1383
*
```

=====

no.,E_tot (eV)
1,-58831.373
2,-34451.611
3,-34451.580
4,-54379.971